81
Properties=species:S:1:pos:R:3:mulliken_charge:R:1 method="wB97M-V/def2-TZVPD" total_charge=+2 spin_multiplicity=1 largest_force_ev_per_a=2.47 total_energy_ev=-72394.0523
Tl 13.31387 16.31591 6.44472 2.05
O 15.95329 16.77605 6.19765 -0.30
C 16.91442 17.09700 7.24023 -0.69
C 16.34975 16.62032 8.58347 0.07
C 15.08902 17.32360 9.10328 -1.33
C 14.08166 16.36908 9.60343 0.88
C 13.90668 16.13216 10.94410 -0.90
C 12.84324 15.32585 11.40027 -0.52
C 12.05111 14.74742 10.46994 -0.79
C 12.29902 14.96803 9.13366 0.02
N 13.24997 15.80836 8.70792 0.04
H 16.44844 16.46624 5.44410 0.17
H 17.03223 18.20998 7.24645 0.27
H 17.86407 16.60400 7.01396 0.46
H 17.14319 16.60213 9.35464 0.53
H 16.09805 15.57352 8.43093 -0.16
H 14.64978 18.02531 8.34468 0.24
H 15.44007 17.93032 9.92380 0.63
H 14.57972 16.53158 11.69084 0.51
H 12.55515 15.07590 12.44553 0.39
H 11.22176 14.05291 10.77954 0.43
H 11.61066 14.51269 8.46708 0.37
C 7.29720 10.96764 6.12334 -1.83
C 8.60932 11.39864 6.80056 2.54
C 9.81003 10.73744 6.15162 -2.14
C 8.50241 11.06152 8.27283 -1.78
C 8.79256 12.93384 6.64174 -0.14
C 7.59754 13.63745 6.62956 -0.48
C 7.50346 14.94562 6.30265 -1.30
C 8.67687 15.63663 6.12676 0.91
S 8.84835 17.25748 5.51642 -0.30
C 10.56404 17.02768 5.48409 0.80
N 10.99832 15.83759 5.88489 -0.31
C 9.91114 14.97259 6.19960 -0.62
C 9.99482 13.61664 6.52619 0.28
C 11.46727 18.18076 5.15288 0.37
C 11.05747 19.41616 4.60978 -0.82
C 11.97440 20.44518 4.33125 -1.01
C 13.34177 20.19591 4.55520 -0.63
C 13.79548 18.99972 5.08493 -0.78
C 12.84181 18.05740 5.38801 0.27
H 7.36388 9.91272 5.88664 0.39
H 7.17594 11.51698 5.16812 0.41
H 6.47734 11.09847 6.82958 0.49
H 9.69769 9.66632 6.12342 0.58
H 10.72419 10.89432 6.71077 0.24
H 10.02086 11.11599 5.12207 0.39
H 8.19284 10.02638 8.40162 0.43
H 7.71596 11.66664 8.74490 0.43
H 9.46518 11.24255 8.75981 0.29
H 6.65202 13.11306 6.67138 0.38
H 6.54908 15.46154 6.31194 0.42
H 10.97770 13.05386 6.51031 0.14
H 10.02582 19.67950 4.39709 0.36
H 11.64898 21.38197 3.95000 0.49
H 14.04656 20.97503 4.37019 0.46
H 14.83485 18.77589 5.21887 0.58
O 14.01314 14.45164 5.79578 -0.68
S 14.71645 13.45157 6.73987 0.74
C 14.09243 11.87765 6.29459 0.26
C 14.05257 10.92029 7.32100 -0.23
C 13.51721 9.67993 7.06873 -0.79
C 12.99292 9.42866 5.79873 -0.49
C 13.17994 10.31352 4.74563 -0.77
C 13.78423 11.54995 5.00044 -0.12
C 16.39854 13.37711 6.23300 0.91
C 17.29572 13.08792 7.23075 -0.29
C 18.63880 13.01779 6.91471 -0.78
C 19.07898 13.22467 5.60230 -0.42
C 18.16430 13.45133 4.57887 -0.83
C 16.81012 13.54543 4.91203 -0.56
H 14.33566 11.19649 8.36007 0.36
H 13.42570 8.93109 7.84536 0.42
H 12.53555 8.47338 5.57530 0.45
H 12.76609 10.11085 3.79684 0.51
H 13.89923 12.25278 4.18285 0.32
H 16.96228 13.01458 8.27455 0.36
H 19.36709 12.78152 7.67912 0.44
H 20.15856 13.22911 5.39702 0.42
H 18.52206 13.59678 3.58551 0.47
H 16.09233 13.81828 4.14823 0.44

=====

22
Properties=species:S:1:pos:R:3:nbo_charge:R:1 method="wB97M-V/def2-TZVPD" total_charge=-2 spin_multiplicity=1 largest_force_ev_per_a=4.18 total_energy_ev=-25194.5634
C -2.36800 -0.39362 1.36871 -0.24
C -1.39723 -1.40303 1.14456 -0.21
C -2.13190 0.83537 0.86249 -0.20
C -0.24387 -1.14589 0.36628 -0.23
C -0.98337 1.12305 0.13145 -0.23
C -0.07550 0.12609 -0.18728 0.03
C 3.29066 1.79852 -0.09341 0.68
C 1.25251 0.49302 -0.89213 -0.55
C 2.45275 0.54233 -0.02794 -0.14
N 3.66295 -1.04140 -0.91043 0.16
O 3.19459 2.45536 -1.15502 -0.77
O 3.25446 -1.24995 -2.02215 -0.29
O 3.84755 2.08614 0.97797 -0.74
I -10.34816 -4.48871 -1.73174 -1.00
H -3.38358 -0.60746 1.97232 0.21
H -1.56281 -2.36016 1.47300 0.20
H -2.99202 1.65527 0.90009 0.20
H 0.59506 -1.87544 0.33784 0.22
H -0.81875 2.06662 -0.43726 0.22
H 1.21493 -0.15341 -1.74907 0.23
H 1.28075 1.47639 -1.35913 0.27
H 2.25896 0.06092 1.03083 0.20

=====

Relative energy (zero: lowest compared OMol25 entry of this formula, charge and spin) list, top to bottom, in eV: 0.000 0.000